(1)
The following is a quantum chemistry calculation of a single C5H6O2 molecule, from the OMol25 dataset.

* HOMO level: -10.38 eV
* lowest unoccupied orbital energy: 0.961 eV
* energy relative to the best compared isomer or geometry (same formula, charge and spin): 179.0 kJ/mol
* charge: 0
* orbital gap: 11.337 eV

```
13
C5H6O2, DFT the ωB97M-V functional and the def2-TZVPD basis
C -1.04842 2.50870 0.13032
C -0.62820 1.38442 0.20946
C -0.08821 0.02189 0.27236
C -1.14642 -1.05097 0.05002
O 0.90611 -0.06328 -0.77575
C 2.08460 -0.60580 -0.45138
O 2.37380 -1.10615 0.60366
H -1.40901 3.51070 0.05036
H 0.41675 -0.14052 1.22976
H -1.58213 -0.95071 -0.94768
H -1.94339 -0.94827 0.79271
H -0.69658 -2.04315 0.14984
H 2.76111 -0.51685 -1.31369
```

(2)
The following is a quantum chemistry calculation of a single C3H3NO2 molecule, from the OMol25 dataset.

* HOMO level: -8.18 eV
* lowest unoccupied orbital energy: 0.609 eV
* energy relative to the best compared isomer or geometry (same formula, charge and spin): 443.2 kJ/mol
* charge: 0
* orbital gap: 8.785 eV

```
9
C3H3NO2, DFT the ωB97M-V functional and the def2-TZVPD basis
O -0.17545 1.78816 0.77620
C -0.21854 0.76905 -0.08147
C -1.11754 -0.28363 0.07967
O -0.74424 -1.48645 -0.03895
C 1.25530 -1.14965 -0.39436
N 1.39369 0.02411 -0.25317
H 0.24930 2.54254 0.35558
H -2.20232 -0.04253 0.18919
H 1.53333 -2.16561 -0.61303
```

(3)
The following is a quantum chemistry calculation of a single C12H25B molecule, from the OMol25 dataset.

* HOMO level: -9.77 eV
* lowest unoccupied orbital energy: 0.644 eV
* energy relative to the best compared isomer or geometry (same formula, charge and spin): 0.0 kJ/mol
* charge: 0
* orbital gap: 10.416 eV

```
38
C12H25B, DFT the ωB97M-V functional and the def2-TZVPD basis
C 0.33139 -2.18018 -0.75766
C 0.32380 -1.18938 0.41837
B -0.72216 0.01652 0.16636
C -2.36130 0.07991 0.10429
C -2.84088 1.12179 1.13089
C -3.08056 -1.23984 0.38716
C -2.76924 0.57384 -1.29470
C 0.17786 1.31050 0.03661
C 1.66130 0.86616 -0.00210
C 2.55781 1.86424 0.73469
C 2.14232 0.77300 -1.45059
C 1.66486 -0.49893 0.72674
C 2.88626 -1.38038 0.49153
H 0.60071 -1.69561 -1.69154
H -0.66190 -2.60516 -0.87927
H 1.02715 -2.99762 -0.57947
H 0.03780 -1.78947 1.29196
H -2.41770 2.10005 0.91809
H -2.54898 0.83359 2.13850
H -3.92638 1.20753 1.10033
H -2.84252 -1.98196 -0.37002
H -2.79774 -1.63404 1.36006
H -4.15930 -1.08545 0.38158
H -2.32355 1.54208 -1.50718
H -3.85184 0.67650 -1.35830
H -2.44531 -0.12655 -2.06127
H -0.04764 1.96651 -0.80582
H 0.02294 1.92441 0.92851
H 2.21366 2.01464 1.75713
H 2.55705 2.82543 0.22595
H 3.58388 1.50271 0.77330
H 3.19560 0.51166 -1.49441
H 2.01504 1.73744 -1.94316
H 1.57395 0.03806 -2.01127
H 1.64365 -0.26408 1.79864
H 2.98816 -1.66362 -0.55134
H 2.79920 -2.28886 1.08665
H 3.79262 -0.86545 0.80077
```

(4)
The following is a quantum chemistry calculation of a single C4H10N4 molecule, from the OMol25 dataset.

* HOMO level: -8.00 eV
* lowest unoccupied orbital energy: 0.967 eV
* energy relative to the best compared isomer or geometry (same formula, charge and spin): 342.3 kJ/mol
* charge: 0
* orbital gap: 8.971 eV

```
18
C4H10N4, DFT the ωB97M-V functional and the def2-TZVPD basis
N 0.05413 -0.40096 -0.59204
C -0.98212 0.59986 1.28517
N -0.25079 -1.72162 -0.20888
N -0.52180 1.73040 1.73021
N -2.31545 0.10927 -0.66897
C -1.02390 0.54611 -0.22466
C 1.36030 0.03400 -0.56957
C 2.43842 -0.72408 -0.38455
H 0.13775 -2.36011 -0.89857
H 0.15575 -1.93648 0.70379
H -0.30175 2.54572 1.14181
H -0.39100 1.86436 2.72479
H -2.51446 -0.78457 -0.23421
H -2.32696 -0.01638 -1.67596
H -0.78310 1.50693 -0.72070
H 1.46260 1.08766 -0.78108
H 2.38161 -1.77831 -0.16955
H 3.42085 -0.30187 -0.45703
```

(5)
The following is a quantum chemistry calculation of a gas-phase ion, C5H13N4O (charge +1), from the OMol25 dataset.

* HOMO level (spin up / spin down): -12.72 / -12.72 eV
* lowest unoccupied orbital energy (spin up / spin down): -4.316 / -4.317 eV
* energy relative to the best compared isomer or geometry (same formula, charge and spin): 646.9 kJ/mol
* charge: +1
* orbital gap (spin up / spin down): 8.408 / 8.407 eV

```
23
C5H13N4O, DFT the ωB97M-V functional and the def2-TZVPD basis
C 2.17957 1.03832 0.89698
C 1.54111 0.31300 -0.30239
C 0.07480 1.15140 1.35609
C -0.42456 -1.97836 -0.87329
C -2.38813 -0.23164 -0.71894
N 1.23353 1.88473 1.51877
N -1.34256 -1.71329 -2.02127
N 0.21607 0.27389 0.15139
N -0.60766 -0.88412 0.16233
O -2.57992 -1.18669 -1.55838
H 2.37705 0.23574 1.68419
H 3.08140 1.68790 0.56566
H 1.52908 0.90322 -1.25147
H 2.09306 -0.63044 -0.51323
H -0.21176 0.64427 2.27253
H -0.77979 1.87378 1.08467
H -0.80947 -2.87438 -0.28890
H 0.62816 -1.92020 -1.25421
H -3.08510 -0.22812 0.20577
H -1.92823 0.74516 -0.94645
H 1.32671 2.87229 1.34232
H -0.96860 -0.88902 -2.47256
H -1.15476 -1.08744 0.96038
```

(6)
The following is a quantum chemistry calculation of a single C30H36ClF5N3O4PS molecule, from the OMol25 dataset.

* HOMO level: -7.63 eV
* lowest unoccupied orbital energy: -1.171 eV
* charge: 0
* orbital gap: 6.463 eV

```
81
C30H36ClF5N3O4PS, DFT the ωB97M-V functional and the def2-TZVPD basis
H -0.89320 3.59027 -6.10688
N -1.40822 2.72225 -5.79075
C -2.51886 3.07041 -5.02979
C -3.58348 1.96267 -4.39260
C -2.74523 0.57942 -4.12575
C -3.02014 -0.66249 -5.21186
C -2.18785 -2.06516 -5.01243
C -1.09281 -2.27665 -3.78676
P -0.18081 -3.96260 -3.72757
C -0.87790 -5.21982 -4.98551
C -0.52438 -4.74007 -1.99042
C -0.79467 -1.04641 -2.69354
C -1.64192 0.33795 -2.91483
S -1.34232 1.77849 -1.70247
C -0.71968 0.86849 -0.14501
C -0.90113 1.56197 1.35207
C -1.67359 3.02271 1.41487
O -2.72569 3.09248 2.27647
N -1.28948 4.25927 0.63268
C -2.50958 4.80242 -0.11576
O -3.56170 4.02457 -0.49382
F -2.62528 6.24525 -0.54890
C -0.34524 0.85692 2.76237
C -0.50976 1.61590 4.21736
C -1.37420 0.77563 5.32907
O -2.24791 -0.27909 4.71788
C -2.19112 1.71790 6.41349
F -1.90066 1.15145 7.78348
F -3.68649 1.60560 6.26323
F -1.74128 3.12837 6.45804
C 0.38176 -0.63613 2.56594
C 0.98332 -1.39429 3.92872
C 2.33480 -0.51865 4.38054
O 2.77807 0.18168 3.16509
C 3.27636 1.53791 3.45144
C 2.70858 2.49812 2.20632
C 0.54128 -1.33147 1.05483
C 1.29399 -2.80085 0.92334
C 2.89847 -2.57431 1.22722
F 3.72322 -3.81402 0.97618
C -0.00341 -0.59156 -0.33981
N 0.25284 -1.31623 -1.63968
C 1.61659 -1.02309 -2.22511
Cl 2.73433 -2.54792 -2.22924
C 2.34715 0.30262 -1.59470
C 3.72749 0.59164 -2.46990
H -2.67498 4.24193 -4.87870
H -4.36665 1.75415 -5.26856
H -4.18763 2.36641 -3.47545
H -3.80558 -0.46733 -6.08922
H -2.34708 -2.93489 -5.78496
H -0.27857 -5.26055 -6.01681
H -2.04339 -5.07490 -5.18416
H -0.77130 -6.32100 -4.53897
H 0.40348 -5.38786 -1.64212
H -0.78855 -3.88041 -1.22422
H -1.46734 -5.44905 -2.08017
H -0.49627 4.09260 -0.02599
H -0.87229 2.74512 4.08054
H 0.59650 1.71353 4.65452
H -0.57816 0.16724 5.97693
H -3.03351 0.14550 4.25629
H 0.19393 -1.48871 4.78736
H 1.39645 -2.47902 3.69279
H 2.01774 0.17669 5.26674
H 3.13515 -1.29676 4.79457
H 4.44409 1.52664 3.35373
H 2.88393 2.00786 4.45051
H 1.68228 2.99110 2.56436
H 2.40752 1.83518 1.26159
H 3.44626 3.36153 1.92200
H 0.87164 -3.46127 1.79786
H 1.06274 -3.35823 -0.07959
H 3.11699 -2.27670 2.34149
H 3.25510 -1.70540 0.49791
H 1.43820 -0.79263 -3.38264
H 1.62435 1.21285 -1.77743
H 2.67778 0.16900 -0.47580
H 3.50544 0.86145 -3.60536
H 4.29136 1.48888 -1.92433
H 4.48010 -0.30455 -2.47228
```

Result set for largest force on an atom: 0.536, 1.949, 0.936, 0.387, 4.853, 10.302 eV/Å, one per record in the order listed.